# 1
Formula: C13H46O10
Source: the Open Molecules 2025 dataset
Level of theory: ωB97M-V/def2-TZVPD

Geometry (Å):
1 C 1.23984 0.02639 -0.88541
2 C 0.22873 -0.44701 0.11429
3 O -1.09232 -0.34405 -0.35086
4 H 2.21144 0.20513 -0.32990
5 H 0.84433 0.95643 -1.18712
6 H 1.41579 -0.67906 -1.72293
7 H 0.55099 0.00276 1.10441
8 H 0.31281 -1.48836 0.19884
9 H -1.63833 -0.95254 0.18144
10 C 1.98291 3.47269 1.05470
11 C 2.39419 4.60330 1.94606
12 O 2.91272 4.03355 3.05972
13 H 1.06886 2.96077 1.44619
14 H 2.73659 2.67601 1.03535
15 H 1.70907 3.85971 0.14874
16 H 1.50161 5.18263 1.94356
17 H 3.15542 5.17321 1.45796
18 H 3.06873 4.82479 3.57758
19 C -1.31377 4.74833 -0.28465
20 C -1.20060 3.31792 -0.89210
21 O -1.27722 2.37155 0.21867
22 H -2.34809 4.95520 -0.07115
23 H -0.77692 5.43305 -0.94680
24 H -0.82573 4.66921 0.69836
25 H -0.30051 3.04964 -1.40127
26 H -1.95249 3.08520 -1.62150
27 H -1.14732 1.49387 -0.18712
28 C 3.16515 -3.44683 -0.10339
29 O 4.39495 -3.68739 0.49794
30 H 3.21820 -3.44700 -1.13699
31 H 2.82400 -2.50448 0.23750
32 H 2.37094 -4.06778 0.25003
33 H 4.43288 -4.57052 0.55305
34 C -0.38779 -1.81184 3.19281
35 O -0.09142 -1.79412 4.56873
36 H -1.41317 -2.25889 3.05584
37 H 0.32018 -2.26334 2.45698
38 H -0.55317 -0.81543 2.85333
39 H 0.79158 -2.04931 4.75149
40 C -0.16858 -2.79897 -2.24159
41 O -0.33584 -3.49277 -1.01019
42 H -0.55895 -1.78023 -2.25899
43 H -0.76284 -3.26623 -2.99767
44 H 0.95111 -2.75895 -2.50076
45 H -1.19582 -3.92570 -1.06203
46 C -3.65858 -1.85251 -2.20533
47 O -4.09170 -1.51735 -3.49420
48 H -2.83702 -1.15591 -2.12363
49 H -3.38630 -2.91905 -2.14298
50 H -4.50726 -1.57408 -1.52182
51 H -4.92832 -1.98111 -3.67619
52 C 4.24932 0.40054 1.84248
53 O 2.90859 0.05417 2.18072
54 H 4.92290 -0.47751 1.69773
55 H 4.66999 0.94865 2.65689
56 H 4.23823 1.08979 1.03672
57 H 2.50226 0.83101 2.66776
58 C -1.45265 0.86990 -3.34845
59 O -1.97749 0.06289 -4.41862
60 H -0.50700 0.50880 -2.97880
61 H -2.05693 0.92734 -2.48826
62 H -1.34324 1.86228 -3.69816
63 H -2.33835 -0.73727 -4.04527
64 C -3.68870 -1.68342 1.09449
65 O -2.59050 -2.54589 0.78483
66 H -4.62084 -2.15654 1.18277
67 H -3.87031 -1.03531 0.25523
68 H -3.42049 -1.08342 1.94434
69 H -2.67772 -3.28653 1.38658

Properties
Structure (SMILES): CCO.CCO.CCO.CO.CO.CO.CO.CO.CO.CO

The net atomic charges from natural (NBO), expressed in e, are: atom 1 (C): -0.625, atom 2 (C): -0.094, atom 3 (O): -0.769, atom 4 (H): 0.229, atom 5 (H): 0.197, atom 6 (H): 0.204, atom 7 (H): 0.180, atom 8 (H): 0.182, atom 9 (H): 0.505, atom 10 (C): -0.618, atom 11 (C): -0.074, atom 12 (O): -0.697, atom 13 (H): 0.219, atom 14 (H): 0.197, atom 15 (H): 0.205, atom 16 (H): 0.157, atom 17 (H): 0.142, atom 18 (H): 0.466, atom 19 (C): -0.636, atom 20 (C): -0.064, atom 21 (O): -0.766, atom 22 (H): 0.216, atom 23 (H): 0.212, atom 24 (H): 0.217, atom 25 (H): 0.154, atom 26 (H): 0.159, atom 27 (H): 0.489, atom 28 (C): -0.255, atom 29 (O): -0.702, atom 30 (H): 0.157, atom 31 (H): 0.179, atom 32 (H): 0.169, atom 33 (H): 0.453, atom 34 (C): -0.249, atom 35 (O): -0.727, atom 36 (H): 0.150, atom 37 (H): 0.186, atom 38 (H): 0.165, atom 39 (H): 0.474, atom 40 (C): -0.257, atom 41 (O): -0.731, atom 42 (H): 0.176, atom 43 (H): 0.167, atom 44 (H): 0.177, atom 45 (H): 0.469, atom 46 (C): -0.253, atom 47 (O): -0.736, atom 48 (H): 0.196, atom 49 (H): 0.162, atom 50 (H): 0.163, atom 51 (H): 0.470, atom 52 (C): -0.252, atom 53 (O): -0.747, atom 54 (H): 0.194, atom 55 (H): 0.169, atom 56 (H): 0.161, atom 57 (H): 0.479, atom 58 (C): -0.254, atom 59 (O): -0.725, atom 60 (H): 0.162, atom 61 (H): 0.163, atom 62 (H): 0.177, atom 63 (H): 0.475, atom 64 (C): -0.275, atom 65 (O): -0.742, atom 66 (H): 0.178, atom 67 (H): 0.187, atom 68 (H): 0.182, atom 69 (H): 0.481



# 2
Formula: C5H10O4
Source: the Open Molecules 2025 dataset
Level of theory: ωB97M-V/def2-TZVPD

Geometry (Å):
1 C 2.66859 -0.50158 1.57630
2 C 1.37450 0.23874 1.66175
3 O 1.03744 0.94297 2.58240
4 C 0.49563 0.18815 0.39643
5 O -0.80317 0.76013 0.70509
6 O 0.38341 -1.08012 -0.07981
7 H 3.16281 -0.51525 2.54403
8 H 2.46971 -1.50927 1.20829
9 H 3.31834 -0.01075 0.84776
10 H 0.93511 0.86800 -0.36921
11 H -0.75225 1.13727 1.60097
12 H -0.31519 -1.01391 -0.95340
13 C -1.47244 -0.66026 -2.21294
14 C -1.96170 0.43248 -1.56674
15 O -3.07114 0.35272 -0.81812
16 H -0.82725 -0.49791 -3.06200
17 H -2.12159 -1.51933 -2.29864
18 H -1.50558 1.41008 -1.67848
19 H -3.01525 0.97783 -0.08366

Properties
Structure (SMILES): CC(=O)C(O)O.C=CO

The net atomic charges from natural (NBO), expressed in e, are: atom 1 (C): -0.728, atom 2 (C): 0.580, atom 3 (O): -0.547, atom 4 (C): 0.282, atom 5 (O): -0.783, atom 6 (O): -0.755, atom 7 (H): 0.236, atom 8 (H): 0.257, atom 9 (H): 0.242, atom 10 (H): 0.134, atom 11 (H): 0.498, atom 12 (H): 0.493, atom 13 (C): -0.662, atom 14 (C): 0.283, atom 15 (O): -0.665, atom 16 (H): 0.226, atom 17 (H): 0.231, atom 18 (H): 0.178, atom 19 (H): 0.500



# 3
Formula: C3H7FINO
Source: the Open Molecules 2025 dataset
Level of theory: ωB97M-V/def2-TZVPD

Geometry (Å):
1 C -1.38125 -0.81994 0.68796
2 C 1.23386 2.51031 -0.91031
3 C 2.02534 2.11511 1.19585
4 N -0.14418 -1.20543 1.25623
5 O 1.30952 1.92769 0.21388
6 F 2.92097 3.15087 1.16867
7 I 1.74597 1.05612 2.96864
8 H -1.59750 -1.47912 -0.06525
9 H -2.16288 -0.90432 1.34180
10 H -1.30995 0.12832 0.25461
11 H 0.01770 -2.18367 1.34215
12 H 1.90926 3.29420 -1.32967
13 H 0.60387 2.21257 -1.75480
14 H -0.00652 -0.79170 2.12892

The net atomic charges from natural (NBO), expressed in e, are: atom 1 (C): -0.401, atom 2 (C): -0.242, atom 3 (C): 0.423, atom 4 (N): -0.838, atom 5 (O): -0.346, atom 6 (F): -0.335, atom 7 (I): 0.159, atom 8 (H): 0.189, atom 9 (H): 0.164, atom 10 (H): 0.183, atom 11 (H): 0.354, atom 12 (H): 0.167, atom 13 (H): 0.178, atom 14 (H): 0.345



# 4
Formula: C17H20ClNS2
Source: the Open Molecules 2025 dataset
Level of theory: ωB97M-V/def2-TZVPD

Geometry (Å):
1 C -3.81367 0.24535 2.04851
2 C -3.08396 -1.09810 2.00898
3 C -1.61785 -0.98123 2.42570
4 N -0.90138 0.12964 1.79602
5 C 0.47887 0.14155 1.97553
6 S 1.39552 -1.22323 2.35159
7 S 1.41800 1.53847 1.89470
8 C -1.57624 1.43214 1.77790
9 C -3.04009 1.36440 1.34468
10 H -4.80457 0.14146 1.58970
11 H -3.96003 0.52889 3.10018
12 H -3.56423 -1.79864 2.70310
13 H -3.15302 -1.55475 1.01698
14 H -1.57466 -0.88600 3.52691
15 H -1.08272 -1.90956 2.17687
16 H -1.52672 1.90807 2.77573
17 H -1.02510 2.09388 1.09296
18 H -3.10183 1.25683 0.25610
19 H -3.49934 2.33248 1.57730
20 Cl 2.09469 1.53399 7.59248
21 C 2.98203 1.28315 6.15365
22 C 3.65764 0.06801 5.94580
23 C 4.32042 -0.14380 4.74917
24 C 4.36664 0.85852 3.74527
25 C 5.10340 0.62810 2.54127
26 C 5.26989 1.63661 1.45856
27 C 6.37265 1.02969 0.50527
28 C 6.71033 -0.27552 1.15893
29 C 5.92664 -0.49628 2.27755
30 C 3.70098 2.10093 3.99461
31 C 3.02384 2.31898 5.19221
32 H 3.65489 -0.69112 6.73268
33 H 4.80720 -1.10224 4.57003
34 H 4.30612 1.79341 0.95078
35 H 5.62776 2.61045 1.82731
36 H 5.96309 0.88710 -0.49892
37 H 7.22359 1.71906 0.44547
38 H 7.49910 -0.92955 0.80387
39 H 5.93069 -1.39602 2.89432
40 H 3.70522 2.87777 3.22442
41 H 2.53440 3.27694 5.38312

The net atomic charges from natural (NBO), expressed in e, are: atom 1 (C): -0.398, atom 2 (C): -0.405, atom 3 (C): -0.224, atom 4 (N): -0.450, atom 5 (C): -0.077, atom 6 (S): -0.300, atom 7 (S): -0.309, atom 8 (C): -0.222, atom 9 (C): -0.405, atom 10 (H): 0.207, atom 11 (H): 0.193, atom 12 (H): 0.210, atom 13 (H): 0.199, atom 14 (H): 0.176, atom 15 (H): 0.243, atom 16 (H): 0.180, atom 17 (H): 0.236, atom 18 (H): 0.198, atom 19 (H): 0.209, atom 20 (Cl): 0.058, atom 21 (C): 0.024, atom 22 (C): -0.259, atom 23 (C): -0.095, atom 24 (C): -0.070, atom 25 (C): 0.249, atom 26 (C): -0.491, atom 27 (C): -0.460, atom 28 (C): -0.010, atom 29 (C): -0.274, atom 30 (C): -0.092, atom 31 (C): -0.251, atom 32 (H): 0.238, atom 33 (H): 0.216, atom 34 (H): 0.292, atom 35 (H): 0.246, atom 36 (H): 0.249, atom 37 (H): 0.236, atom 38 (H): 0.224, atom 39 (H): 0.236, atom 40 (H): 0.235, atom 41 (H): 0.241



Calculated total energy for the records above, in order: -1275.04050 -497.41915 -645.86853 -1971.02077 Eh
ΔE to the lowest compared entry with this formula, charge and spin for the records above, in order: 141.2 56.0 103.3 0.0 kcal per mole